Entry 1:
{
  "formula": "C6H12O",
  "method": "ωB97M-V with the def2-TZVPD basis set",
  "lumo_ev": 0.982,
  "charge": 0,
  "relative_energy_kcal_mol": 63.85,
  "gap_ev": 10.5,
  "mol_weight_da": 100.161,
  "energy_ha": -310.9575,
  "smiles": "CC[C@H]1[C@H]2C[C@@H]12.O",
  "species": ["C", "C", "C", "C", "C", "C", "H", "H", "H", "H", "H", "H", "H", "H", "H", "H", "O", "H", "H"],
  "xyz": [[-2.4142, 0.2181, -0.2854], [-1.1708, 0.2038, 0.6095], [0.1722, 0.6985, 0.0338], [1.3236, 0.8100, 0.9762], [1.6457, -0.6485, 1.1528], [1.4901, -0.0536, -0.1957], [-2.5889, 1.2081, -0.7242], [-2.3697, -0.5136, -1.0986], [-3.2995, -0.0166, 0.3210], [-1.0683, -0.7852, 1.0684], [-1.3674, 0.8913, 1.4432], [0.0384, 1.5455, -0.6476], [1.8876, 1.6817, 1.2678], [0.9011, -1.3660, 1.4934], [2.6590, -0.8849, 1.4698], [2.2468, -0.0026, -0.9723], [0.5659, -1.2702, -2.4585], [0.2927, -0.8575, -1.6286], [1.0587, -0.5601, -2.8858]],
  "atomic_forces_ev_per_a": [[0.056, -0.011, -0.110], [0.059, -0.055, 0.083], [-0.138, 0.179, 0.069], [0.042, 0.278, 0.272], [0.030, -0.175, 0.229], [0.028, 0.036, -0.055], [0.118, -0.146, 0.027], [0.072, 0.105, 0.071], [0.215, 0.011, -0.147], [0.061, 0.103, -0.125], [0.025, -0.138, -0.087], [0.121, -0.056, 0.217], [0.031, -0.109, -0.001], [0.082, 0.225, 0.150], [-0.105, 0.055, -0.095], [-0.423, 0.090, 0.124], [-0.188, 0.041, -0.391], [-0.013, -0.245, -0.117], [-0.074, -0.187, -0.114]],
  "lowdin_charge": [-0.11, -0.22, -0.22, -0.17, -0.07, -0.20, 0.07, 0.07, 0.07, 0.10, 0.11, 0.14, 0.13, 0.09, 0.11, 0.13, -0.07, -0.01, 0.04]
}


Entry 2:
{
  "formula": "C4H17N2O4",
  "method": "ωB97M-V with the def2-TZVPD basis set",
  "lumo_ev": -2.680,
  "charge": 1,
  "relative_energy_kcal_mol": 47.32,
  "gap_ev": 10.7,
  "mol_weight_da": 157.190,
  "energy_ha": -572.8368,
  "species": ["N", "C", "C", "N", "C", "C", "O", "H", "H", "H", "H", "H", "H", "H", "H", "H", "H", "H", "H", "H", "O", "H", "H", "O", "H", "H", "O"],
  "xyz": [[0.4556, -2.0460, 1.4798], [0.1632, -1.4436, 0.1517], [-1.3076, -1.1009, 0.0964], [-1.5793, -0.3784, 1.3519], [-1.1059, 0.9984, 1.3376], [0.2544, 1.1174, 1.9791], [0.8002, 0.2648, 2.6443], [0.7088, -1.2863, 2.1401], [1.1687, -2.7837, 1.4607], [-0.3967, -2.4159, 1.9047], [0.7591, -0.5351, 0.0533], [0.5222, -2.0768, -0.6442], [-1.9039, -2.0167, 0.1277], [-1.5761, -0.5344, -0.7821], [-2.5721, -0.4174, 1.5324], [-1.0637, 1.4099, 0.3209], [-1.7740, 1.6485, 1.9079], [0.8090, 2.0535, 1.7854], [2.5491, 1.4958, -0.7598], [1.2138, 2.2038, -1.1628], [1.6302, 1.3471, -1.0017], [-0.7838, 0.0594, -3.0226], [-1.3073, 1.4566, -3.1406], [-1.1230, 0.7831, -2.4739], [1.7510, 0.1941, -3.0005], [1.0677, 0.5821, -4.2712], [1.3097, -0.2043, -3.7673]],
  "atomic_forces_ev_per_a": [[0.179, -0.908, 0.273], [0.336, 0.489, -0.650], [-0.050, -0.289, 1.048], [-0.648, 0.070, -0.300], [0.106, -0.450, 0.106], [0.399, 0.448, -0.221], [-0.041, 0.160, -0.033], [0.125, 0.222, 0.120], [-0.193, 0.333, -0.060], [-0.052, -0.152, -0.182], [0.003, -0.003, 0.148], [-0.182, -0.486, -0.156], [0.012, -0.008, -0.124], [0.130, 0.124, -0.363], [-0.011, 0.135, 0.123], [0.117, 0.091, 0.047], [-0.014, 0.025, 0.056], [-0.277, 0.095, 0.161], [0.036, 0.332, -0.012], [0.259, -0.114, -0.035], [-0.155, -0.259, 0.041], [0.264, -0.038, 0.242], [-0.209, 0.096, 0.225], [-0.098, 0.112, -0.436], [-0.148, -0.213, 0.026], [0.084, -0.181, -0.263], [0.030, 0.370, 0.217]],
  "lowdin_charge": [0.18, -0.14, -0.17, -0.06, -0.15, -0.20, 0.04, 0.09, 0.18, 0.16, 0.09, 0.13, 0.13, 0.09, 0.12, 0.12, 0.14, 0.13, 0.07, 0.06, -0.05, 0.03, 0.06, -0.07, 0.01, 0.05, -0.06]
}


Entry 3:
{
  "formula": "C6H12N2O4",
  "method": "ωB97M-V with the def2-TZVPD basis set",
  "lumo_ev": 0.731,
  "charge": 0,
  "relative_energy_kcal_mol": 59.97,
  "gap_ev": 9.8,
  "mol_weight_da": 176.172,
  "energy_ha": -646.2409,
  "smiles": "C[C@H](N)C(=O)N[C@@H](CO)C(=O)O",
  "species": ["C", "C", "N", "C", "O", "N", "C", "C", "O", "C", "O", "O", "H", "H", "H", "H", "H", "H", "H", "H", "H", "H", "H", "H"],
  "xyz": [[2.7362, -0.0413, 2.3968], [1.2522, 0.0554, 2.0598], [0.6289, -1.0381, 2.6539], [1.1103, -0.0690, 0.5710], [1.8786, 0.3399, -0.2084], [-0.0538, -0.7101, 0.3785], [-0.6763, -0.4517, -0.9269], [-2.1034, -1.1757, -1.0631], [-2.9814, -0.6273, -2.0559], [-0.6570, 1.0746, -1.2037], [-0.7257, 1.9013, -0.3737], [-0.3467, 1.1815, -2.4910], [2.9915, 0.0291, 3.5711], [3.2830, -0.9213, 1.8475], [3.2272, 0.7862, 1.8739], [0.8714, 1.0569, 2.3427], [0.2715, -0.6354, 3.5774], [1.1631, -1.8223, 2.9526], [-0.1031, -1.6628, 0.8067], [-0.1375, -0.8059, -1.8430], [-2.6043, -1.0641, -0.1492], [-2.0426, -2.2523, -1.2387], [-3.5385, -1.3130, -2.3366], [0.0215, 2.1252, -2.6019]],
  "atomic_forces_ev_per_a": [[2.416, 0.449, 0.518], [3.857, 0.260, -0.166], [-4.011, 0.284, 4.554], [-1.062, -0.947, 3.707], [1.951, 1.730, -3.072], [-2.658, -1.576, -3.203], [-1.014, -1.665, -1.794], [0.509, 0.661, -0.260], [2.035, 1.663, 0.525], [0.161, -3.526, -0.216], [-0.237, 2.068, 0.946], [0.952, 3.338, -0.699], [-0.643, -0.372, -2.787], [-1.339, 1.053, 1.462], [0.192, 0.208, 0.488], [-0.180, -0.726, 0.027], [0.119, -1.336, -1.578], [1.204, -0.227, -0.174], [-0.450, 1.716, -0.369], [0.138, -0.199, 1.137], [-0.554, 0.219, 1.713], [0.756, 0.029, -0.020], [-1.152, -1.351, -0.672], [-0.990, -1.752, -0.070]],
  "lowdin_charge": [-0.08, -0.42, 0.01, -0.55, 0.16, 0.09, -0.16, -0.16, -0.04, -0.54, 0.16, 0.10, 0.12, 0.12, 0.06, 0.17, 0.13, 0.07, 0.16, 0.15, 0.09, 0.12, 0.05, 0.18]
}


Entry 4:
{
  "formula": "C3O3",
  "method": "ωB97M-V with the def2-TZVPD basis set",
  "lumo_ev": [-3.108, -3.177],
  "charge": 0,
  "relative_energy_kcal_mol": 45.58,
  "gap_ev": [7.9, 7.9],
  "mol_weight_da": 84.030,
  "energy_ha": -339.8397,
  "species": ["C", "C", "C", "O", "O", "O"],
  "xyz": [[-2.1631, 0.0830, 0.8811], [-1.5238, -0.2990, -0.1781], [1.3139, 0.1105, -0.0282], [0.8319, 0.5849, 0.9067], [2.0678, -0.2672, -0.8041], [-0.5267, -0.2121, -0.7774]],
  "atomic_forces_ev_per_a": [[-2.559, 0.387, 2.521], [1.903, 0.264, -1.226], [2.322, 0.958, 1.683], [-0.556, 0.583, 1.306], [0.417, -0.886, -1.650], [-1.527, -1.306, -2.634]],
  "lowdin_charge": [0.25, -0.29, -0.52, 0.19, 0.23, 0.13]
}


Entry 5:
{
  "formula": "C14H33O5PRuS5",
  "method": "ωB97M-V with the def2-TZVPD basis set",
  "lumo_ev": [-3.861, -3.718],
  "charge": 1,
  "relative_energy_kcal_mol": 35.12,
  "gap_ev": [6.6, 6.7],
  "s_squared": 0.760,
  "multiplicity": 2,
  "mol_weight_da": 573.792,
  "energy_ha": -3356.4080,
  "species": ["Ru", "S", "C", "S", "S", "C", "O", "P", "O", "C", "O", "C", "H", "H", "H", "H", "H", "H", "H", "H", "H", "O", "S", "C", "C", "C", "C", "H", "H", "H", "H", "H", "H", "H", "H", "C", "S", "C", "H", "H", "H", "H", "H", "H", "C", "C", "O", "C", "C", "H", "H", "H", "H", "H", "H", "H", "H", "H", "H"],
  "xyz": [[-0.5702, -0.2831, 0.6234], [3.5701, 0.5188, -0.8522], [1.9752, 0.4144, -0.5923], [0.9165, -0.8355, -1.1240], [0.9449, 1.4491, 0.3168], [-2.2595, 3.4814, -1.3619], [-1.5928, 2.2448, -1.0052], [-1.9480, 1.4444, 0.2995], [-2.0734, 2.4537, 1.5177], [-0.9946, 2.9853, 2.3020], [-3.5036, 1.1778, 0.2016], [-4.1943, 0.8052, -1.0066], [-3.0483, 3.7232, -0.6525], [-2.6732, 3.3552, -2.3583], [-1.5081, 4.2660, -1.3698], [-1.4433, 3.3818, 3.2073], [-0.4989, 3.7856, 1.7560], [-0.2780, 2.2085, 2.5465], [-4.4268, -0.2503, -0.9741], [-3.5898, 1.0272, -1.8850], [-5.1081, 1.3917, -1.0316], [-0.2947, -2.4928, 1.1423], [0.2115, -3.9268, 1.0567], [1.9066, -3.9120, 1.6364], [2.5657, -5.0411, 0.8580], [2.1833, -4.8118, -0.6101], [0.7207, -4.3336, -0.6442], [1.9159, -4.0276, 2.7184], [2.2982, -2.9290, 1.3609], [2.1857, -6.0060, 1.2026], [3.6427, -5.0473, 1.0136], [2.3121, -5.7168, -1.1990], [2.8209, -4.0424, -1.0452], [0.0250, -5.0802, -1.0237], [0.5942, -3.4133, -1.2035], [1.9122, 0.8155, 3.3440], [0.7722, -0.4984, 2.9022], [-0.3986, -0.3661, 4.2723], [2.3784, 0.5533, 4.2932], [1.4273, 1.7845, 3.4258], [2.6692, 0.8615, 2.5626], [-1.0645, 0.4864, 4.1518], [0.1517, -0.2722, 5.2078], [-0.9829, -1.2839, 4.3072], [-3.2322, -1.4760, 1.9712], [-3.2293, -2.1546, 0.6277], [-2.4229, -1.4170, -0.3178], [-2.1190, -2.2083, -1.4914], [-3.3243, -2.4676, -2.3675], [-3.7620, -2.0993, 2.6941], [-3.7274, -0.5076, 1.9405], [-2.2156, -1.3613, 2.3526], [-4.2480, -2.2112, 0.2386], [-2.8350, -3.1703, 0.6941], [-1.6791, -3.1467, -1.1514], [-1.3595, -1.6504, -2.0315], [-4.0916, -3.0550, -1.8614], [-3.0065, -3.0349, -3.2442], [-3.7720, -1.5403, -2.7232]],
  "atomic_forces_ev_per_a": [[0.201, -0.921, -0.127], [0.045, 0.127, 0.005], [0.386, 0.014, -0.278], [-0.700, 0.144, -0.105], [0.427, 0.222, 0.324], [0.087, -0.149, 0.025], [-0.099, 0.357, -0.301], [0.325, 0.238, -0.052], [0.011, 0.068, 0.143], [-0.167, 0.062, -0.136], [-0.312, -0.271, -0.101], [0.088, 0.273, 0.138], [-0.024, 0.009, 0.013], [-0.012, 0.022, -0.018], [0.002, 0.020, -0.001], [-0.029, 0.008, 0.022], [0.047, -0.002, -0.007], [-0.016, -0.055, 0.011], [-0.050, -0.058, 0.011], [0.005, -0.053, -0.018], [-0.025, 0.027, -0.014], [-0.220, -0.279, -0.039], [-0.133, 0.308, 0.247], [0.220, -0.025, 0.000], [-0.052, 0.012, -0.001], [-0.036, 0.052, 0.064], [0.065, -0.014, -0.101], [0.003, -0.003, -0.015], [0.045, -0.032, 0.020], [0.002, -0.002, 0.024], [0.018, 0.023, -0.032], [-0.015, -0.006, -0.029], [0.003, 0.035, 0.028], [0.015, -0.039, 0.068], [0.020, 0.003, -0.126], [0.138, 0.039, -0.026], [-0.333, 0.139, 0.268], [0.013, -0.096, 0.161], [-0.009, -0.021, -0.025], [0.018, 0.006, 0.006], [-0.006, 0.008, 0.046], [0.023, 0.015, -0.003], [0.003, -0.026, -0.029], [0.003, 0.023, -0.032], [-0.089, 0.034, 0.146], [-0.080, 0.101, -0.155], [0.238, -0.377, 0.007], [-0.175, 0.131, 0.138], [-0.079, -0.053, -0.061], [-0.009, -0.020, -0.048], [0.030, 0.001, -0.024], [0.089, 0.020, -0.002], [-0.013, -0.031, -0.024], [0.057, -0.020, 0.057], [0.008, -0.071, -0.001], [-0.029, 0.065, -0.064], [0.037, 0.010, -0.012], [0.005, 0.011, 0.032], [0.037, -0.001, 0.002]],
  "mulliken_spin": [1.01, -0.01, 0.00, 0.00, 0.01, 0.00, 0.00, -0.05, 0.00, 0.00, 0.00, 0.00, 0.00, 0.00, 0.00, 0.00, 0.00, 0.00, 0.00, 0.00, 0.00, 0.00, 0.00, 0.00, 0.00, 0.00, 0.00, 0.00, 0.00, 0.00, 0.00, 0.00, 0.00, 0.00, 0.00, -0.01, 0.03, 0.01, 0.00, 0.00, 0.00, 0.00, 0.00, 0.00, 0.06, 0.00, -0.06, 0.01, 0.00, 0.00, 0.00, -0.04, 0.00, 0.00, 0.00, 0.00, 0.00, 0.00, 0.00]
}


Entry 6:
{
  "formula": "C12H14BKN9O8P2S",
  "method": "ωB97M-V with the def2-TZVPD basis set",
  "lumo_ev": [4.468, 3.645],
  "charge": -2,
  "relative_energy_kcal_mol": 54.15,
  "gap_ev": [8.1, 7.2],
  "s_squared": 0.759,
  "multiplicity": 2,
  "mol_weight_da": 556.224,
  "energy_ha": -3266.5119,
  "species": ["K", "C", "C", "N", "N", "C", "B", "N", "C", "C", "C", "N", "N", "C", "C", "C", "N", "N", "C", "C", "C", "N", "H", "H", "H", "H", "H", "H", "H", "H", "H", "H", "H", "H", "O", "P", "O", "O", "O", "P", "O", "O", "O", "H", "H", "O", "S", "N"],
  "xyz": [[-1.2471, -0.1805, -1.0412], [2.9207, -1.6684, -1.1365], [1.9640, -2.6114, -0.7117], [1.1256, -2.1003, 0.1747], [1.5177, -0.8066, 0.3432], [2.5986, -0.5377, -0.4296], [0.8723, 0.1578, 1.4050], [-0.1370, -0.6042, 2.2866], [-0.1986, -0.6489, 3.6327], [-1.3392, -1.3326, 3.9840], [-1.9372, -1.6487, 2.7452], [-1.2173, -1.2107, 1.7282], [0.1480, 1.3615, 0.7496], [0.4986, 2.1117, -0.3339], [-0.4843, 3.0425, -0.5477], [-1.4146, 2.7977, 0.4839], [-1.0377, 1.7995, 1.2664], [2.0508, 0.6384, 2.3062], [2.9650, -0.1803, 2.8656], [3.8076, 0.5841, 3.6412], [3.3081, 1.8936, 3.4763], [2.2511, 1.9241, 2.6776], [3.6985, -1.7845, -1.8723], [1.8355, -3.6369, -1.0281], [3.0654, 0.4340, -0.3937], [0.5672, -0.1823, 4.2307], [-1.6919, -1.5529, 4.9784], [-2.8600, -2.1755, 2.5474], [1.3925, 1.9066, -0.8992], [-0.5620, 3.7389, -1.3641], [-2.3548, 3.2910, 0.6767], [2.9402, -1.2398, 2.6567], [4.6516, 0.2493, 4.2219], [3.6730, 2.8188, 3.9002], [-5.1396, 1.6171, -2.8913], [-3.5283, 1.3170, -2.7921], [-2.7595, 2.5754, -2.9585], [-3.3706, 0.4465, -1.5846], [-0.3885, 0.1765, -3.1671], [-0.7297, -0.9224, -4.1010], [-3.3410, 0.4079, -4.1231], [-0.8912, -0.7788, -5.5538], [-1.8040, -1.9953, -3.3696], [-5.5320, 1.4210, -2.0334], [-2.8385, 0.8747, -4.8048], [0.3638, -2.1977, -3.7807], [-0.6413, -3.0668, -2.8607], [-0.7699, -4.5225, -3.1997]],
  "atomic_forces_ev_per_a": [[0.438, -0.704, 1.701], [-0.043, -0.074, 0.005], [-0.008, 0.004, -0.054], [0.218, 0.392, 0.000], [-0.146, -0.099, 0.170], [-0.153, 0.107, 0.191], [-0.078, 0.092, 0.047], [-0.121, -0.072, -0.419], [0.075, -0.023, -0.121], [-0.098, 0.008, -0.085], [0.009, -0.047, -0.031], [0.334, 0.265, 0.422], [0.130, 0.030, 0.258], [-0.019, -0.119, 0.301], [-0.041, -0.030, 0.092], [0.120, -0.071, 0.063], [0.400, 0.037, -0.278], [-0.083, 0.178, -0.098], [0.005, -0.002, -0.054], [-0.072, 0.094, -0.042], [0.003, 0.046, 0.039], [0.064, -0.387, 0.025], [-0.010, -0.017, 0.028], [0.026, 0.049, -0.001], [0.013, -0.021, -0.044], [-0.033, -0.030, 0.026], [-0.006, 0.006, -0.037], [0.034, 0.018, 0.046], [-0.041, -0.040, -0.003], [-0.052, -0.051, -0.007], [0.009, -0.009, -0.067], [0.030, 0.044, 0.029], [-0.014, 0.028, -0.009], [0.011, -0.050, 0.003], [-0.310, 0.185, -0.017], [-0.220, 0.312, -0.018], [-0.103, 0.063, 0.004], [-1.159, 0.356, -0.389], [0.280, -0.127, -1.349], [0.545, -0.042, -0.196], [-0.019, -0.107, -0.206], [-0.212, 0.027, 0.054], [-0.213, -0.068, 0.071], [0.191, -0.087, -0.115], [-0.012, -0.021, 0.254], [0.521, -0.119, -0.127], [-0.120, -0.660, 0.049], [-0.068, 0.736, -0.110]],
  "mulliken_spin": [0.01, 0.00, 0.00, 0.01, -0.01, 0.00, 0.00, 0.00, 0.00, 0.00, 0.00, 0.00, 0.00, 0.00, 0.00, 0.00, 0.00, 0.00, 0.00, 0.00, 0.00, 0.00, 0.00, 0.00, 0.00, 0.00, 0.00, 0.00, 0.00, 0.00, 0.00, 0.00, 0.00, 0.00, 0.00, 0.00, 0.00, 0.00, 0.00, 0.00, 0.00, 0.00, 0.05, 0.00, 0.00, 0.06, 0.14, 0.74]
}


- Which formula does entry 4 have?
  C3O3